# 1
This record from the Open Molecules 2025 dataset describes a molecular structure, C31H19BrCl5F3N2O2V. The level of theory is ωB97M-V/def2-TZVPD.

XYZ file:
```
64
Properties=species:S:1:pos:R:3
V 0.465 1.720 0.425
Cl 0.814 -1.864 -0.415
C 2.077 -0.828 -1.026
C 2.001 0.538 -0.767
C 3.037 1.273 -1.313
Cl 3.025 3.025 -1.041
C 4.093 0.754 -2.055
Cl 5.349 1.757 -2.700
C 4.118 -0.618 -2.284
Cl 5.402 -1.323 -3.209
C 3.099 -1.417 -1.765
Cl 3.129 -3.122 -2.070
C -4.618 -0.120 -0.650
C -3.456 -0.815 0.054
C -2.262 0.017 0.113
N -1.282 0.598 0.210
H -5.489 -0.775 -0.664
H -4.358 0.136 -1.678
H -4.888 0.797 -0.126
H -3.177 -1.742 -0.453
H -3.708 -1.067 1.088
Br -0.773 0.427 -3.194
C -1.155 2.164 -2.540
C -2.377 2.741 -2.839
C -2.628 4.007 -2.328
C -1.650 4.654 -1.595
C -0.452 3.990 -1.390
N -0.216 2.751 -1.826
H -3.104 2.208 -3.434
H -3.586 4.480 -2.505
H -1.809 5.622 -1.142
H 0.357 4.450 -0.838
C 0.650 0.680 2.241
C 0.220 -0.043 3.136
C -0.340 -0.837 4.188
C 0.553 -1.620 4.999
C 0.225 -2.173 6.265
C 1.137 -2.900 7.012
C 2.434 -3.122 6.563
C 2.796 -2.558 5.338
C 1.898 -1.829 4.586
C -1.770 -0.850 4.265
C -2.528 0.189 3.641
C -3.906 0.210 3.648
C -4.657 -0.810 4.243
C -3.946 -1.849 4.839
C -2.562 -1.874 4.861
H -0.748 -1.979 6.694
H 0.825 -3.287 7.979
H 3.142 -3.694 7.151
H 3.805 -2.690 4.959
H 2.206 -1.390 3.646
H -1.978 0.991 3.164
H -4.412 1.054 3.183
H -5.740 -0.789 4.249
H -4.483 -2.678 5.293
H -2.079 -2.738 5.294
F 1.748 3.822 1.698
C 0.807 4.459 2.442
F 0.832 3.934 3.665
F 1.225 5.737 2.547
C -0.600 4.350 1.771
O -1.340 5.320 1.877
O -0.788 3.259 1.176
```

As for the expectation value of S²: 3.7670. As for the net charge: -2. The calculation puts the HOMO-LUMO gap (alpha / beta) at 3.28 / 3.46 eV. The LUMO energy (alpha / beta) is 0.139 / 0.139 hartree. The calculation puts the relative energy (zero: lowest compared OMol25 entry of this formula, charge and spin) at 14.5 kcal per mole. Its spin multiplicity is 4.

# 2
This record from the Open Molecules 2025 dataset describes a molecular structure, C31H20BrF5N4O3RuSTe. The level of theory is ωB97M-V/def2-TZVPD.

XYZ file:
```
67
Properties=species:S:1:pos:R:3
Ru -0.342 0.964 0.478
C 2.728 -2.980 -2.418
C 2.583 -3.461 -1.124
C 2.041 -2.656 -0.136
C 1.626 -1.368 -0.453
C 1.741 -0.886 -1.747
C 2.307 -1.694 -2.723
N 1.116 -0.497 0.581
N 1.708 -0.684 1.680
C 1.326 0.221 2.658
C 1.971 0.185 3.898
C 1.659 1.146 4.834
C 0.718 2.133 4.517
C 0.079 2.150 3.291
C 0.358 1.176 2.326
H 3.146 -3.613 -3.190
H 2.885 -4.473 -0.883
H 1.929 -3.015 0.877
H 1.375 0.101 -1.986
H 2.396 -1.317 -3.734
H 2.709 -0.585 4.088
H 2.144 1.147 5.802
H 0.482 2.896 5.250
H -0.652 2.926 3.091
Br 3.278 1.878 -0.217
C 2.043 3.294 -0.029
C 2.517 4.589 -0.154
C 1.616 5.627 0.012
C 0.297 5.331 0.297
C -0.081 4.004 0.391
N 0.781 2.993 0.225
C -1.532 3.647 0.686
O -2.290 4.552 0.999
O -1.816 2.409 0.566
H 3.560 4.761 -0.372
H 1.948 6.653 -0.081
H -0.464 6.082 0.445
S -0.944 -4.010 0.260
C -0.684 -4.063 -1.448
C -0.308 -5.135 -2.252
C -0.205 -4.922 -3.614
C -0.475 -3.664 -4.165
C -0.839 -2.599 -3.367
C -0.941 -2.796 -1.990
N -1.328 -1.828 -1.076
C -1.397 -2.311 0.114
C -1.933 -1.587 1.278
C -2.807 -2.308 2.105
C -3.518 -1.686 3.109
C -3.380 -0.312 3.261
C -2.502 0.394 2.460
C -1.711 -0.213 1.472
H -0.107 -6.109 -1.824
H 0.082 -5.741 -4.261
H -0.393 -3.524 -5.236
H -1.048 -1.620 -3.774
H -2.962 -3.363 1.916
H -4.197 -2.254 3.733
H -3.957 0.216 4.011
H -2.429 1.461 2.600
F -1.373 3.690 -2.110
Te -1.373 2.000 -2.911
F -1.522 0.494 -4.015
F 0.073 2.553 -3.968
F -2.415 2.828 -4.221
F -2.994 1.570 -2.118
O -0.299 1.205 -1.710
```

As for the expectation value of S²: 0.7590. As for the net charge: -1. The calculation puts the HOMO-LUMO gap (alpha / beta) at 7.58 / 7.37 eV. The LUMO energy (alpha / beta) is 0.071 / 0.069 hartree. The calculation puts the relative energy (zero: lowest compared OMol25 entry of this formula, charge and spin) at 2.5 kcal per mole. Its spin multiplicity is 2.